{
  "formula": "C28H27GdN5O2S",
  "method": "wB97M-V/def2-TZVPD",
  "s_squared": 15.881,
  "max_force_ha_per_bohr": 0.02284,
  "e_lumo_ev": [2.48, 2.49],
  "total_charge": -1,
  "gap_ev": [4.66, 4.73],
  "spin_multiplicity": 8,
  "energy_ev": -72689.9185,
  "homo_energy_ev": [-2.2, -2.2],
  "species": ["Gd", "S", "O", "O", "N", "N", "N", "N", "N", "C", "C", "C", "C", "C", "C", "C", "C", "C", "C", "C", "C", "C", "C", "C", "C", "C", "C", "C", "C", "C", "C", "C", "C", "C", "C", "C", "C", "H", "H", "H", "H", "H", "H", "H", "H", "H", "H", "H", "H", "H", "H", "H", "H", "H", "H", "H", "H", "H", "H", "H", "H", "H", "H", "H"],
  "xyz": [[0.172972, -0.333371, -0.606173], [2.120955, -2.407564, 1.401063], [-1.014776, 1.304564, 0.636861], [2.213181, 0.246792, -1.126752], [-2.126699, 0.123824, -1.651961], [0.822142, -2.509209, -0.952819], [-0.250178, 0.347707, 1.519239], [0.243624, 0.414815, -3.075773], [-0.478207, -2.932225, 0.944667], [-4.919210, 1.822685, 1.923102], [-3.853780, 2.061501, 2.788169], [-2.549355, 1.879217, 2.375218], [1.932377, 2.813023, 3.294390], [-0.368542, -2.728818, -1.700189], [3.334855, -1.038119, -4.346091], [-2.290576, 1.438501, 1.075284], [0.513146, 1.039440, 2.484532], [-1.334969, -3.653491, -1.127112], [2.502695, -0.442374, -3.385060], [4.557066, -1.568565, -4.011618], [4.175864, -0.917837, -1.706610], [-3.163213, 0.665669, -1.178318], [1.334201, 1.022090, 4.753890], [4.959052, -1.507964, -2.665522], [2.925350, -0.349662, -2.035877], [-0.135702, -0.870609, 4.011838], [-1.353909, -3.803313, 0.194565], [1.279102, 2.877803, 0.889519], [-1.025215, 0.744563, -3.698605], [-3.341919, 1.163999, 0.208105], [-4.647960, 1.384467, 0.640536], [1.200225, 0.025984, -3.824438], [-2.114914, -0.127534, -3.093347], [0.578591, 0.425972, 3.748987], [2.000229, 2.218837, 4.545580], [1.218160, 2.235249, 2.250127], [0.789835, -2.669274, 0.359920], [-1.963572, -4.503156, 0.747306], [1.451807, 2.138173, 0.108975], [-5.461921, 1.183898, -0.049478], [-0.298029, -1.007101, 5.083581], [-0.362533, -3.157303, 1.919530], [1.380045, 0.536117, 5.723048], [2.984042, -1.084812, -5.373584], [-1.874950, -1.173290, -3.268903], [-1.983696, -4.253814, -1.756627], [-0.177793, -2.771850, -2.767926], [5.184718, -2.035465, -4.758936], [0.361932, 3.412694, 0.637029], [2.576815, 2.675509, 5.340837], [-4.044815, 0.799008, -1.819919], [-1.001137, 0.610597, -4.786701], [-1.263133, 1.792065, -3.489597], [-5.940645, 1.973413, 2.247174], [1.041961, 0.024479, -4.911847], [2.475191, 3.732899, 3.101465], [5.905108, -1.948854, -2.372369], [4.463209, -0.897403, -0.663822], [2.111839, 3.581092, 0.851279], [-3.079479, 0.114934, -3.554099], [0.460922, -1.705515, 3.631366], [-1.090040, -0.901282, 3.484921], [-1.716349, 2.065755, 3.039201], [-4.043993, 2.402440, 3.798766]],
  "forces_ev_per_a": [[0.15, -0.97, -0.65], [-0.16, 0.13, -0.04], [-0.31, 0.69, 0.53], [0.33, 0.14, -0.13], [0.35, 0.04, -0.48], [0.49, -0.77, 0.45], [0.25, 0.32, 0.59], [-0.29, -0.07, -0.03], [-0.13, -0.07, -0.10], [0.08, -0.04, -0.12], [-0.06, 0.03, 0.11], [0.01, -0.05, -0.17], [0.00, -0.02, -0.01], [-0.61, 0.72, 0.25], [0.01, 0.02, -0.06], [0.14, 0.00, 0.30], [-0.19, -0.05, -0.22], [0.23, 0.07, -0.44], [-0.25, 0.06, -0.20], [-0.02, 0.04, 0.15], [0.04, 0.04, 0.02], [-0.44, 0.32, 0.61], [-0.06, -0.04, 0.00], [0.04, -0.05, -0.10], [-0.03, 0.17, 0.10], [0.02, 0.02, 0.01], [0.13, 0.03, 0.38], [-0.07, 0.04, 0.05], [0.18, 0.06, -0.01], [-0.06, -0.25, -0.73], [-0.27, 0.05, 0.12], [0.30, 0.06, -0.01], [-0.06, 0.02, 0.11], [0.05, -0.02, 0.13], [-0.04, -0.02, -0.06], [0.03, 0.06, -0.01], [0.08, -0.48, -0.45], [0.05, 0.00, 0.04], [0.09, -0.03, -0.04], [0.02, 0.01, 0.03], [0.02, -0.01, -0.02], [-0.10, 0.01, 0.06], [0.01, 0.01, -0.01], [0.00, 0.00, 0.02], [0.00, -0.07, 0.10], [0.03, 0.01, 0.00], [0.04, -0.16, -0.04], [0.00, 0.00, 0.01], [-0.01, 0.01, 0.02], [-0.01, 0.00, 0.00], [-0.01, 0.00, 0.05], [0.02, -0.02, -0.06], [0.02, 0.03, -0.01], [0.02, 0.00, 0.00], [0.05, -0.08, -0.04], [0.00, -0.01, 0.01], [0.01, 0.00, -0.01], [0.00, -0.01, -0.01], [-0.01, 0.01, 0.00], [-0.07, 0.02, 0.03], [0.00, 0.05, -0.01], [-0.01, 0.02, 0.01], [-0.01, 0.00, -0.01], [-0.01, -0.01, -0.01]]
}